An isolated molecule of C27H22N4O3, computed with the ωB97M-V functional and the def2-TZVPD basis.

```
56
Properties=species:S:1:pos:R:3
O 2.200 -0.690 -0.408
O -1.068 -2.968 1.850
O -0.225 2.127 0.629
N -2.119 -5.261 -2.479
N -0.048 -1.672 0.279
N 0.514 0.725 2.978
N 0.568 -0.744 1.121
C 3.484 1.479 0.964
C -1.228 -3.599 -0.441
C 2.487 1.265 -3.007
C -1.974 -3.962 -2.675
C -2.749 -0.183 1.806
C 1.690 0.271 -3.546
C -3.906 0.307 1.226
C 0.381 0.136 -3.120
C 2.301 0.881 1.387
C -1.532 -3.084 -1.698
C -1.842 -5.746 -1.281
C 4.014 2.547 1.658
C -0.766 -2.743 0.692
C -1.400 -4.963 -0.226
C -2.623 2.042 0.170
C -0.263 -0.187 2.176
C 1.725 -0.217 0.616
C 3.354 3.024 2.784
C 1.980 2.115 -2.042
C 2.180 2.441 3.216
C 0.668 1.984 -1.608
C 1.634 1.357 2.525
C -1.524 0.423 1.576
C -3.835 1.420 0.407
C -1.454 1.554 0.748
C -0.130 0.988 -2.157
C 0.135 2.880 -0.517
H 2.088 -0.402 -4.290
H -4.852 -0.179 1.407
H -2.597 2.910 -0.470
H 3.761 3.863 3.329
H 0.427 -1.661 -0.624
H -1.983 -6.812 -1.164
H 3.512 1.370 -3.330
H -2.786 -1.064 2.430
H -0.019 1.199 3.692
H -2.226 -3.611 -3.667
H -0.245 -0.638 -3.543
H -0.577 -1.027 2.818
H -1.190 -5.383 0.744
H 3.962 1.081 0.082
H 1.672 2.819 4.092
H -1.153 0.871 -1.822
H -0.701 3.485 -0.884
H 2.607 2.882 -1.611
H 4.931 3.010 1.330
H 0.924 3.553 -0.168
H -4.729 1.814 -0.053
H -1.453 -2.027 -1.901
```

Results
E_tot (hartree): -1486.85269
Relative energy (zero: lowest compared OMol25 entry of this formula, charge and spin) (kJ/mol): 0.00
LUMO energy (eV): 0.318
Max |F| (eV/A): 0.79
SMILES string: O=C(NN1C(=O)c2ccccc2N[C@H]1c1ccccc1OCc1ccccc1)c1ccncc1


A 4-piece molecular cluster, C30H84N11O4P4 overall, computed with the ωB97M-V functional and the def2-TZVPD basis.

```
133
Properties=species:S:1:pos:R:3
P -4.803 -4.044 -5.847
P -0.306 -1.369 0.714
P 2.705 5.719 -0.146
P 0.200 -0.226 7.703
O 0.297 -1.279 6.608
O -0.610 0.250 0.595
O 3.202 4.295 0.025
O -3.728 -4.917 -5.232
N -0.040 0.711 9.178
N 2.013 7.311 0.157
N 1.923 -0.036 7.866
N 4.250 6.433 -0.473
N -4.007 -3.800 -7.371
N 1.806 5.492 -1.604
N -6.038 -5.240 -6.003
N -5.900 -2.706 -6.185
N 1.486 -1.532 1.239
N -0.466 1.029 6.706
N -1.268 -1.798 2.061
C -1.809 0.752 6.196
C -0.325 2.460 6.911
C 2.169 -3.769 0.181
C -5.378 -1.518 -6.886
C -1.374 0.389 9.758
C 1.097 -4.673 -1.944
C 2.427 -0.740 0.352
C 1.474 6.510 -2.584
C 1.973 -0.618 -1.112
C 2.621 1.121 7.343
C 4.379 0.340 -1.398
C 0.921 0.554 10.288
C 1.908 -2.952 1.452
C 3.130 -0.225 -2.097
C 0.693 4.559 -1.478
C -0.087 -4.044 -2.748
C 0.787 7.168 0.988
C 0.922 -4.474 -0.423
C -2.547 -3.849 -7.331
C 2.715 -1.234 7.602
C 2.839 8.328 0.836
C -7.141 -5.220 -6.947
C 1.568 -0.872 2.609
C -4.473 -4.429 -8.593
C 2.580 0.850 -3.039
C -6.502 -5.803 -4.736
C -1.222 -5.098 -2.810
C -6.472 -2.202 -4.907
C 4.615 6.899 -1.799
C 5.395 5.759 0.135
H 4.551 6.106 -2.555
H 1.574 -1.585 -1.435
H 2.219 9.190 1.093
H 2.024 -4.246 -2.345
H -5.453 -4.045 -8.885
H 5.093 0.722 -2.127
H -2.133 -3.328 -8.198
H 2.633 -0.837 2.853
H -1.925 -0.304 5.953
H 0.451 4.116 -2.448
H 4.128 1.096 -0.649
H 2.669 -3.213 -0.615
H -1.165 -1.131 2.827
H 6.239 6.449 0.205
H 0.088 6.459 0.537
H -6.818 -5.100 -7.975
H 1.171 0.142 2.576
H -5.708 -1.736 -4.278
H 2.329 2.030 7.874
H 1.585 0.606 -3.434
H 0.263 8.120 1.068
H -4.510 -5.523 -8.515
H -3.818 -4.170 -9.428
H 3.214 1.006 -3.917
H 2.868 -1.401 6.529
H -2.163 -3.344 -6.446
H -0.396 -3.140 -2.211
H -7.276 -5.180 -4.266
H 3.297 7.950 1.752
H 1.875 1.020 10.064
H -2.590 1.022 6.919
H -1.604 1.058 10.586
H 3.695 -1.145 8.078
H -1.483 -5.316 -1.768
H -0.801 -5.984 -3.289
H 0.710 2.775 7.000
H 0.738 7.238 -2.220
H 1.046 6.037 -3.471
H 0.894 -5.475 0.023
H -0.711 2.993 6.038
H -2.166 0.518 9.017
H -1.055 -2.738 2.385
H -7.888 -4.446 -6.725
H -7.659 -6.182 -6.921
H 2.864 -4.563 0.471
H -0.877 2.830 7.784
H 1.091 -0.493 10.546
H 2.575 0.250 0.785
H 1.062 -1.498 3.343
H 4.860 -0.475 -0.841
H -4.463 -1.132 -6.430
H -1.420 -0.642 10.118
H 5.167 5.436 1.149
H -0.027 -4.003 -0.154
H -5.188 -1.721 -7.935
H 3.382 -1.264 0.406
H 3.694 1.032 7.524
H 3.376 -1.099 -2.707
H 0.259 -3.801 -3.756
H -7.259 -1.474 -5.099
H 3.999 7.750 -2.100
H 1.094 -3.450 1.996
H 1.020 6.811 1.995
H 2.768 -2.988 2.125
H 5.714 4.883 -0.442
H 0.208 0.760 0.723
H 5.636 7.286 -1.798
H -1.995 1.313 5.276
H -2.167 -4.877 -7.333
H 2.488 1.826 -2.545
H -5.678 -5.910 -4.031
H -6.129 -0.725 -6.870
H 1.174 0.111 -1.269
H 2.240 -2.118 8.021
H 3.619 8.712 0.186
H -6.924 -3.014 -4.334
H 2.465 1.254 6.263
H 0.955 3.736 -0.812
H -2.079 -4.711 -3.373
H 1.115 -5.734 -2.205
H -0.215 5.036 -1.087
H 2.344 7.051 -2.943
H 0.541 1.068 11.173
H -6.920 -6.800 -4.889
```

Results
E_tot (hartree): -3461.76883
Relative energy (zero: lowest compared OMol25 entry of this formula, charge and spin) (kJ/mol): 487.47
Net charge: +1
LUMO energy (eV): -2.257
Max |F| (eV/A): 7.41


A 4-piece molecular cluster, C4H16N8O4 overall, computed with the ωB97M-V functional and the def2-TZVPD basis.

```
32
Properties=species:S:1:pos:R:3
O 2.020 4.567 -3.180
O 0.089 -0.206 6.622
O 1.597 -1.225 0.556
O -3.395 -4.371 -3.264
N 0.977 -1.488 5.139
N 1.500 -0.197 -1.409
N -0.467 -0.162 4.393
N -2.665 -2.587 -2.196
N 0.509 4.635 -1.589
N 2.423 0.797 0.257
N -2.073 -4.455 -1.382
N 0.056 3.521 -3.399
C 1.827 -0.294 -0.179
C -2.798 -3.895 -2.318
C 0.177 -0.552 5.440
C 0.942 4.268 -2.755
H -1.460 -3.896 -0.806
H -3.005 -2.047 -2.978
H -0.380 4.338 -1.216
H -1.205 0.494 4.607
H 1.303 -1.524 4.183
H 1.214 0.691 -1.797
H 1.629 -1.880 5.803
H 0.888 -0.936 -1.724
H 2.441 1.582 -0.378
H -2.804 -2.074 -1.337
H -0.881 3.374 -3.051
H 2.534 0.896 1.256
H 0.202 3.262 -4.364
H -0.193 -0.445 3.463
H 1.160 5.262 -1.137
H -2.159 -5.453 -1.258
```

Results
E_tot (hartree): -901.09892
Relative energy (zero: lowest compared OMol25 entry of this formula, charge and spin) (kJ/mol): 270.65
LUMO energy (eV): -0.266
Max |F| (eV/A): 7.68
SMILES string: NC(N)=O.NC(N)=O.NC(N)=O.NC(N)=O


An isolated ion of composition C20H19Cl2N2 and charge +1, computed with the ωB97M-V functional and the def2-TZVPD basis.

```
43
Properties=species:S:1:pos:R:3
Cl -5.295 -3.489 3.116
Cl -2.916 -5.721 2.847
N -0.636 0.575 -0.944
N -1.009 0.424 1.203
C 1.781 1.411 -0.962
C 5.619 2.495 -2.650
C 3.907 2.562 -0.730
C -2.740 -0.396 -0.494
C -2.549 -0.312 -2.023
C 0.252 0.981 1.000
C -1.300 -3.576 2.653
C 2.147 0.992 -2.248
C -3.301 -1.704 2.903
C -1.505 0.213 0.030
C 3.355 1.429 -2.808
C 4.253 2.203 -2.057
C -2.643 -3.994 2.778
C -1.981 -1.248 2.716
C -3.636 -3.044 2.955
C -0.955 -2.193 2.609
C 2.664 2.217 -0.218
C -1.704 0.223 2.476
C -1.084 0.208 -2.279
C 0.528 1.037 -0.346
H -1.069 1.060 -2.949
H -2.941 -1.437 -0.123
H 6.365 2.053 -2.004
H 4.617 3.129 -0.134
H -1.049 0.613 3.262
H -3.570 0.222 -0.161
H -2.606 -1.328 -2.421
H 5.711 2.156 -3.670
H 5.723 3.584 -2.571
H 1.517 0.305 -2.819
H -0.472 -0.575 -2.743
H 2.362 2.632 0.735
H -3.269 0.320 -2.565
H 0.117 -1.966 2.487
H 3.678 1.119 -3.796
H -4.097 -0.944 2.977
H 0.872 1.279 1.843
H -2.606 0.822 2.477
H -0.535 -4.339 2.646
```

Results
E_tot (hartree): -1803.22265
Relative energy (zero: lowest compared OMol25 entry of this formula, charge and spin) (kJ/mol): 0.00
Net charge: +1
LUMO energy (eV): -2.426
Max |F| (eV/A): 2.58
SMILES string: Cc1ccc(-c2c[n+](Cc3ccc(Cl)c(Cl)c3)c3n2CCC3)cc1


An isolated ion of composition C2H6N2 and charge +1, computed with the ωB97M-V functional and the def2-TZVPD basis.

```
10
Properties=species:S:1:pos:R:3
N -1.312 0.817 -1.655
N 0.015 -0.450 -0.106
C -0.693 0.642 -0.534
C 1.013 -0.679 0.990
H 1.076 -1.811 1.098
H 0.696 -0.074 1.863
H 0.053 -0.961 -0.972
H -2.084 1.384 -1.421
H -0.702 1.492 0.106
H 1.939 -0.360 0.629
```

Results
E_tot (hartree): -188.94527
Relative energy (zero: lowest compared OMol25 entry of this formula, charge and spin) (kJ/mol): 142.83
Net charge: +1
LUMO energy (alpha / beta) (eV): -4.503 / -8.640
Max |F| (eV/A): 4.91
Multiplicity: 2


C2H4Cl2NO3S as an isolated structure, computed with the ωB97M-V functional and the def2-TZVPD basis.

```
13
Properties=species:S:1:pos:R:3
Cl -0.005 1.837 0.968
Cl 0.798 -2.560 0.195
S 2.316 0.698 -0.190
O 2.142 -0.218 1.031
O 2.881 0.114 -1.355
O 2.750 1.988 0.265
N -3.361 -0.595 -0.051
C 0.555 0.941 -0.522
C -2.589 -1.149 0.554
H 0.039 -0.002 -0.637
H 1.699 -1.212 0.568
H 0.146 1.773 -1.307
H -1.755 -1.666 0.908
```

Results
E_tot (hartree): -1677.46462
Net charge: -1
LUMO energy (alpha / beta) (eV): 3.478 / -1.413
Max |F| (eV/A): 18.46
Multiplicity: 3


C34H22F5I2N7OPSZn as an isolated structure, computed with the ωB97M-V functional and the def2-TZVPD basis.

```
74
Properties=species:S:1:pos:R:3
I -0.305 -4.828 -3.358
I -4.383 -6.511 0.661
Zn 0.496 -1.012 0.111
S 1.730 -1.448 2.124
P -1.030 1.962 2.008
F 1.700 0.246 4.574
F 5.879 2.291 4.087
F 4.412 -0.717 0.811
F 6.252 0.978 1.730
F 3.585 1.882 5.499
O 0.106 -2.570 -1.121
N -0.525 0.515 -0.743
N -1.180 1.761 -2.755
N 4.131 -0.397 -3.233
N 3.527 1.822 -3.544
N 2.255 -0.624 -1.206
N -1.119 -2.120 1.193
N 0.586 3.181 -3.780
C -2.442 2.709 1.109
C -1.527 -3.190 0.474
C 2.734 3.978 0.218
C 2.429 0.515 -1.842
C 3.950 -1.532 -2.555
C 2.818 0.375 3.847
C -1.637 -1.887 2.374
C -0.827 -3.378 -0.783
C -0.825 1.106 -1.700
C 4.152 -0.079 1.961
C -3.760 4.580 0.334
C -2.533 -4.066 0.931
C 1.558 3.961 -0.520
C -4.667 3.707 -0.255
C 5.126 0.786 2.429
C 0.396 2.887 1.314
C -2.261 -5.337 -1.104
C 0.400 3.426 0.027
C -2.637 -2.710 2.919
C -2.896 -5.157 0.095
C -1.247 -4.471 -1.539
C -4.465 2.339 -0.165
C 4.945 1.448 3.627
C -3.085 -3.783 2.199
C 3.781 1.235 4.341
C 3.016 -1.669 -1.554
C -2.657 4.083 1.010
C 3.369 0.635 -2.887
C -1.213 2.807 3.642
C -3.357 1.845 0.512
C 1.582 2.922 2.047
C 2.960 -0.312 2.639
C 2.740 3.465 1.508
C -0.226 2.514 -3.285
H -0.335 2.601 4.255
H -1.341 3.887 3.559
H 1.838 1.369 -1.533
H 4.573 -2.372 -2.840
H 1.610 2.503 3.045
H -3.908 5.650 0.258
H 2.730 2.443 -3.579
H -0.506 3.417 -0.567
H 3.651 3.474 2.095
H 2.861 -2.593 -1.017
H -3.039 -2.485 3.897
H 1.538 4.344 -1.534
H -1.945 4.772 1.451
H -3.857 -4.430 2.596
H -1.254 -1.024 2.904
H 4.057 1.754 -4.398
H -5.523 4.096 -0.793
H -5.160 1.653 -0.634
H 3.642 4.384 -0.211
H -2.080 2.383 4.150
H -3.183 0.776 0.562
H -2.537 -6.169 -1.740
```

Results
E_tot (hartree): -5381.16553
Relative energy (zero: lowest compared OMol25 entry of this formula, charge and spin) (kJ/mol): 22.80
Net charge: -1
LUMO energy (eV): 1.933
Max |F| (eV/A): 0.28


A 2-piece molecular cluster, C5H13NO2 overall, computed with the ωB97M-V functional and the def2-TZVPD basis.

```
21
Properties=species:S:1:pos:R:3
O -0.027 0.961 -3.019
O 0.483 -3.223 0.875
N 1.740 -1.881 -0.362
C -0.258 2.055 0.344
C -1.346 1.098 0.872
C 0.239 -0.849 1.266
C -1.025 -0.386 0.533
C 0.840 -2.079 0.585
H 0.139 -1.102 2.311
H 0.824 1.029 -2.622
H -1.779 -1.125 0.758
H 0.462 1.569 -0.313
H 2.014 -2.645 -0.975
H 1.731 -0.981 -0.826
H -1.379 1.115 1.965
H 0.997 -0.064 1.192
H 0.060 0.133 -3.505
H -2.355 1.328 0.545
H -0.765 2.823 -0.233
H -0.846 -0.344 -0.543
H 0.252 2.567 1.154
```

Results
E_tot (hartree): -403.20791
Relative energy (zero: lowest compared OMol25 entry of this formula, charge and spin) (kJ/mol): 94.23
Net charge: +1
LUMO energy (alpha / beta) (eV): -4.184 / -9.124
Max |F| (eV/A): 1.72
Multiplicity: 2


An isolated molecule of C3H9NO, computed with the ωB97M-V functional and the def2-TZVPD basis.

```
14
Properties=species:S:1:pos:R:3
O 2.074 -0.035 -0.012
N -0.294 -0.164 0.927
C 1.298 0.812 -0.801
C -0.142 0.442 -0.434
C -1.624 -0.788 0.953
H -1.855 -0.675 2.055
H 0.372 -0.916 1.070
H 2.765 -0.505 -0.540
H 1.603 1.772 -0.428
H -0.803 1.375 -0.559
H -1.968 -1.788 0.532
H -0.615 -0.193 -1.228
H -2.226 -0.161 0.310
H 1.414 0.824 -1.846
```

Results
E_tot (hartree): -249.62970
Relative energy (zero: lowest compared OMol25 entry of this formula, charge and spin) (kJ/mol): 220.53
LUMO energy (eV): 0.850
Max |F| (eV/A): 3.60
SMILES string: CNCCO


C4H12N6O as an isolated structure, computed with the ωB97M-V functional and the def2-TZVPD basis.

```
23
Properties=species:S:1:pos:R:3
O 1.764 2.339 0.074
N -0.464 1.403 -1.010
N 1.251 -0.277 1.776
N -1.253 0.368 -1.521
N -1.835 -1.816 -1.676
N 0.002 -2.665 0.157
N -0.341 1.444 0.409
C 0.370 -0.297 0.819
C -1.159 -0.826 -1.043
C 0.575 2.466 0.812
C -0.252 -1.203 0.039
H -0.946 2.275 -1.307
H 1.524 0.590 2.221
H 2.343 3.100 0.198
H -0.280 -3.081 -0.751
H 0.995 -2.888 0.320
H 0.487 1.429 -1.457
H -0.554 -3.112 0.904
H 0.063 3.425 0.625
H -2.356 -1.487 -2.483
H 1.711 -1.107 2.127
H 0.727 2.395 1.897
H -2.373 -2.477 -1.132
```

Results
E_tot (hartree): -562.65132
Relative energy (zero: lowest compared OMol25 entry of this formula, charge and spin) (kJ/mol): 205.87
Net charge: +2
LUMO energy (eV): -7.509
Max |F| (eV/A): 4.61


A 7-piece molecular cluster, H14O7 overall, computed with the ωB97M-V functional and the def2-TZVPD basis.

```
21
Properties=species:S:1:pos:R:3
O -0.577 -3.619 -0.949
O -2.574 -0.756 -3.495
O -3.669 -0.553 5.585
O 0.120 0.997 0.077
O -2.316 3.476 4.092
O 6.310 -1.021 -2.456
O 3.829 2.669 -2.821
H -2.417 2.698 3.482
H 2.896 2.622 -2.401
H -2.995 -1.006 -2.543
H -2.540 4.161 3.413
H 6.755 -0.302 -2.169
H -3.056 -1.294 5.572
H 0.474 0.971 0.913
H -1.467 -3.697 -1.206
H -3.196 -1.072 -4.049
H 5.861 -1.330 -1.613
H -4.545 -1.039 5.537
H 3.551 2.525 -3.732
H -0.118 0.039 -0.157
H -0.325 -4.470 -1.080
```

Results
E_tot (hartree): -534.56880
Relative energy (zero: lowest compared OMol25 entry of this formula, charge and spin) (kJ/mol): 352.22
Net charge: +1
LUMO energy (alpha / beta) (eV): -2.550 / -11.785
Max |F| (eV/A): 6.86
Multiplicity: 2


An isolated molecule of C3H4ClFS, computed with the ωB97M-V functional and the def2-TZVPD basis.

```
10
Properties=species:S:1:pos:R:3
Cl 0.552 2.087 -0.369
S 1.846 -0.871 -0.437
F -2.216 -0.690 -0.398
C 0.197 -0.571 0.291
C -0.952 -0.158 -0.648
C -0.364 0.823 0.307
H -0.901 1.225 1.191
H -0.785 0.034 -1.681
H -0.024 -1.200 1.151
H 2.646 -0.679 0.594
```

Results
E_tot (hartree): -1074.90277
Relative energy (zero: lowest compared OMol25 entry of this formula, charge and spin) (kJ/mol): 96.79
LUMO energy (eV): 0.715
Max |F| (eV/A): 1.80
SMILES string: F[C@@H]1[C@@H](S)[C@H]1Cl


Look up the E_tot of the fourth one. -1803.22265 hartree